C41H54N5O2Zr as an isolated structure in a non-equilibrium geometry, computed with ωB97M-V with the def2-TZVPD basis set.

Calculated values
orbital gap: 6.6 eV
total charge: +3
total energy: -2065.3505 Ha
E_HOMO: -0.5624 Eh

Structure (XYZ):
```
103
C41H54N5O2Zr (ωB97M-V with the def2-TZVPD basis set)
Zr 0.48860 0.29536 0.88165
C 2.47698 7.11934 0.20709
C 1.54476 6.51335 -0.85629
C 2.20400 6.62069 -2.24537
C 0.22461 7.28708 -0.86026
C 1.33821 5.04034 -0.55850
C 2.42037 4.16812 -0.42706
C 2.21409 2.83795 -0.16210
N 0.98185 2.28854 -0.03812
C -0.07963 3.11680 -0.20853
C 0.07102 4.46268 -0.44627
C -1.41192 2.46471 -0.21701
C -2.59664 3.17247 -0.26155
C -3.81565 2.51202 -0.41392
C -3.75657 1.11423 -0.52043
C -2.55073 0.47004 -0.42129
N -1.38376 1.11903 -0.24430
C -5.14710 3.23824 -0.48824
C -4.97932 4.75501 -0.39001
C -6.02685 2.75150 0.67757
C -5.82348 2.88888 -1.82678
H 2.67640 8.16138 -0.04714
H 3.43997 6.60739 0.26436
H 2.01132 7.09992 1.19708
H 2.34252 7.67406 -2.49351
H 1.57628 6.17088 -3.01857
H 3.18463 6.13964 -2.27019
H 0.43486 8.34739 -0.99671
H -0.31497 7.18301 0.08567
H -0.42906 6.98096 -1.68236
H 3.43921 4.51791 -0.53558
H 3.05000 2.17203 -0.03948
H -0.80359 5.07756 -0.59456
H -2.58071 4.25011 -0.20082
H -4.65231 0.52887 -0.68673
H -2.49341 -0.60827 -0.50086
H -4.51357 5.05854 0.55285
H -5.96232 5.22361 -0.42793
H -4.39662 5.15658 -1.22468
H -5.57792 3.00181 1.64280
H -6.20050 1.67348 0.64022
H -6.99922 3.24368 0.62236
H -5.19512 3.17034 -2.67495
H -6.76165 3.43916 -1.90594
H -6.05955 1.82544 -1.90733
O -1.13159 -1.16001 1.77109
C -1.42874 -2.58325 1.53523
C -0.23202 -3.41484 1.90750
C 1.06248 -2.91895 1.25204
C 0.89843 -2.64261 -0.21387
C 1.12397 -3.62434 -1.15741
C 0.89622 -3.35688 -2.49815
C 0.43988 -2.09866 -2.87108
C 0.23839 -1.16091 -1.88941
N 0.45937 -1.41431 -0.58000
H -1.96571 -0.71124 1.94948
H -1.69487 -2.70443 0.48704
H -2.28798 -2.84677 2.14574
H -0.44520 -4.44214 1.60637
H -0.09938 -3.41900 2.99005
H 1.85250 -3.65146 1.40054
H 1.41915 -2.02427 1.76605
H 1.48331 -4.59572 -0.83804
H 1.07305 -4.11917 -3.24762
H 0.24890 -1.84952 -3.90642
H -0.10885 -0.16872 -2.14026
C 5.07539 -0.15334 4.41045
C 3.66858 -0.09702 4.52359
C 2.88809 -0.06696 3.40357
C 3.45245 -0.10131 2.09933
C 2.64744 -0.06913 0.90668
C 3.29214 -0.24029 -0.30987
C 4.68230 -0.41888 -0.41203
C 5.45160 -0.37740 0.71968
C 4.86122 -0.21774 1.99862
C 5.65344 -0.22106 3.17684
H 5.68705 -0.16656 5.30303
H 3.21604 -0.09964 5.50938
H 1.80916 -0.07027 3.51501
H 2.73223 -0.23478 -1.23843
H 5.13677 -0.57588 -1.38279
H 6.52856 -0.49549 0.65560
H 6.73094 -0.30332 3.07816
C -0.39918 1.18563 6.18722
N -0.80010 1.27443 4.77356
C -2.01627 0.53826 4.42945
C -0.01081 1.76954 3.82416
O -0.07480 1.27221 2.61493
N 0.83242 2.75950 4.07338
C 1.97338 3.02466 3.19764
C 0.58040 3.79910 5.08221
H -0.54311 0.15598 6.51340
H -1.00615 1.83554 6.81516
H 0.64990 1.43474 6.30776
H -2.69649 0.60101 5.27474
H -1.80597 -0.51132 4.23018
H -2.50622 0.99925 3.57454
H 2.34850 2.10485 2.76560
H 2.77242 3.45379 3.79992
H 1.70528 3.73505 2.41212
H -0.44033 3.75145 5.44551
H 0.72486 4.76671 4.60366
H 1.27482 3.71935 5.91690
```